(1)
# FHIPS

A cluster of 2 separate species, FHIPS in total (ωB97M-V/def2-TZVPD, OMol25).

```
! RIJCOSX wB97M-V def2-TZVPD def2/J DEFGRID3
* xyz 0 1
F 0.18622 0.07179 -1.54042
P 0.16717 0.18135 0.00207
S 0.13414 2.01291 0.46754
I -1.80850 -1.15522 0.33853
H 1.32096 -1.11084 0.73228
*
```

Its HOMO energy is -9.8 eV. The value obtained for the relative energy (zero: lowest compared OMol25 entry of this formula, charge and spin) is 1.139 eV. Its total energy is -30958.4730 eV. Its molecular weight is 209.95 u.



(2)
# FHN2O3

A structure of composition FHN2O3 (ωB97M-V/def2-TZVPD, OMol25).

```
! RIJCOSX wB97M-V def2-TZVPD def2/J DEFGRID3
* xyz 0 1
N -0.53485 -0.81514 -0.88039
N -2.05511 0.86906 0.38828
O -1.38043 0.29189 1.06821
O -2.05432 1.93736 -0.02012
O -0.51726 0.35171 -1.28562
F -3.61487 0.25110 0.27869
H 0.43615 -1.21138 -0.91078
*
```

Its HOMO energy (alpha / beta) is -10.5 / -10.5 eV. The value obtained for the relative energy (zero: lowest compared OMol25 entry of this formula, charge and spin) is 2.690 eV. Its total energy is -11848.0550 eV. Its molecular weight is 96.02 u.